This record from the Open Molecules 2025 dataset describes 2 unconnected molecules or ions with the total composition C4H5NO. The level of theory is ωB97M-V/def2-TZVPD.

Last column: Löwdin charge in e.
Atoms and positions in Å:
C1 -1.8219 -0.2201 0.1803  -0.0457
C2 -0.5224 -0.8461 0.4086  -0.0429
N1 0.4709 -1.4228 0.5349  -0.1466
O1 1.5552 -1.9646 0.6563  -0.0421
C3 2.0170 0.6876 -0.3671  -0.0062
C4 1.3066 1.6029 -0.6911  -0.0026
H1 -2.5085 -0.9824 -0.1957  0.0838
H2 -2.2237 0.1946 1.1090  0.0839
H3 -1.7447 0.5857 -0.5571  0.0780
H4 2.6139 -0.1485 -0.0613  0.0237
H5 0.8576 2.5137 -1.0169  0.0167

Computed properties:
Kohn-Sham gap ... 10.3 eV